Computed, not measured: a 2-piece molecular cluster, C4H10N2O2 overall, with wB97M-V/def2-TZVPD.

Cartesian coordinates (Å):
C  1.092  -1.258  -1.389
C  1.759  0.088  -1.574
N  3.149  0.181  -1.497
O  1.212  1.183  -1.633
H  0.981  -1.768  -2.448
H  0.203  -1.232  -0.828
H  1.687  -1.912  -0.693
H  3.410  1.167  -1.335
H  3.818  -0.546  -1.237
C  -1.769  0.148  0.323
C  -2.483  0.620  1.570
N  -1.672  0.763  2.705
O  -3.642  0.770  1.800
H  -1.212  -0.771  0.478
H  -1.199  1.005  -0.248
H  -2.488  -0.138  -0.427
H  -2.145  0.947  3.567
H  -0.699  0.752  2.866

SMILES	CC(N)=O.CC(N)=O
LUMO level	0.62	eV
DFT total energy	-11385.377	eV
gap between HOMO and LUMO	10.482	eV

Computed, not measured: F24InNO3P4 as an isolated structure, with wB97M-V/def2-TZVPD.

Cartesian coordinates (Å):
In  -0.294  -0.224  0.270
N  0.875  0.832  -2.665
O  1.027  1.416  -3.717
O  -0.246  0.222  -2.465
O  1.742  0.710  -1.818
P  -3.109  2.021  -0.150
F  -4.196  1.302  0.806
F  -4.233  2.291  -1.264
F  -3.459  3.449  0.512
F  -1.947  2.648  -1.057
F  -1.962  1.742  1.004
F  -2.793  0.569  -0.811
P  1.445  2.772  1.404
F  0.233  2.827  0.314
F  2.114  1.626  0.444
F  2.257  3.904  0.637
F  2.591  2.557  2.496
F  0.724  3.848  2.344
F  0.594  1.541  2.129
P  -1.202  -3.328  -1.454
F  0.146  -2.437  -1.609
F  -1.294  -3.502  -3.047
F  -0.377  -4.687  -1.313
F  -2.630  -4.084  -1.372
F  -1.141  -3.123  0.172
F  -1.999  -1.887  -1.522
P  2.486  -1.867  1.689
F  2.438  -1.100  0.238
F  1.610  -0.641  2.272
F  1.065  -2.580  1.215
F  2.415  -2.545  3.149
F  3.259  -3.118  1.073
F  3.858  -1.154  2.100

total charge	-2
LUMO level	-1.20	eV
DFT total energy	-115201.655	eV
gap between HOMO and LUMO	4.582	eV

Computed, not measured: a 9-piece molecular cluster, C29H81N6O9 overall, with wB97M-V/def2-TZVPD.

Cartesian coordinates (Å):
C  -0.020  0.670  0.102
O  -1.311  0.575  -0.410
H  0.667  0.780  -0.737
H  0.269  1.465  0.790
H  0.202  -0.223  0.686
C  -0.546  -6.211  -3.554
C  -1.880  -5.463  -3.489
C  -2.647  -5.877  -2.200
O  -3.848  -5.075  -2.220
C  -4.777  -5.566  -1.280
N  -1.559  -4.015  -3.621
H  -0.839  -7.235  -3.782
H  0.058  -6.389  -2.664
H  0.026  -5.738  -4.352
H  -2.514  -5.716  -4.339
H  -2.110  -5.630  -1.284
H  -2.836  -6.947  -2.292
H  -4.250  -5.529  -0.327
H  -5.148  -6.588  -1.205
H  -5.587  -4.840  -1.200
H  -1.045  -3.868  -2.764
H  -0.827  -3.868  -4.301
C  5.744  -3.701  -0.758
C  6.552  -3.245  0.390
C  7.537  -4.333  0.862
O  6.879  -5.428  1.377
C  7.700  -6.379  2.006
N  7.251  -2.045  0.004
H  6.276  -4.283  -1.511
H  5.101  -2.945  -1.209
H  5.055  -4.438  -0.345
H  5.857  -2.912  1.161
H  8.168  -3.809  1.581
H  8.270  -4.572  0.091
H  6.993  -7.054  2.489
H  8.406  -5.976  2.732
H  8.169  -7.036  1.274
H  7.862  -1.827  0.778
H  7.924  -2.289  -0.708
C  -2.630  5.923  -6.875
C  -2.759  4.371  -6.814
C  -1.565  3.684  -6.160
O  -1.561  2.272  -6.466
C  -0.489  1.884  -7.374
N  -3.922  4.040  -5.955
H  -3.329  6.381  -7.574
H  -1.601  6.268  -6.980
H  -2.757  6.325  -5.871
H  -2.996  3.826  -7.728
H  -1.660  3.737  -5.076
H  -0.660  4.217  -6.451
H  -0.537  2.494  -8.276
H  -0.668  0.909  -7.828
H  0.488  1.871  -6.891
H  -4.747  4.478  -6.338
H  -3.862  4.525  -5.071
C  3.583  2.860  5.760
C  5.138  2.885  5.878
C  5.745  2.041  4.788
O  6.955  1.375  5.086
C  7.221  0.726  6.365
N  5.680  4.224  5.917
H  3.249  1.831  5.896
H  3.214  3.113  4.766
H  3.159  3.504  6.531
H  5.229  2.480  6.886
H  5.857  2.567  3.840
H  5.093  1.222  4.484
H  7.893  -0.119  6.217
H  6.292  0.280  6.719
H  7.617  1.255  7.232
H  6.649  3.962  6.033
H  5.544  4.681  5.027
C  1.688  -4.165  5.001
C  2.670  -4.546  6.065
C  2.203  -4.140  7.462
O  1.703  -2.821  7.631
C  1.530  -2.347  8.939
N  2.882  -5.936  5.808
H  1.564  -3.083  4.960
H  0.737  -4.676  5.151
H  2.071  -4.462  4.025
H  3.617  -4.076  5.800
H  2.961  -4.347  8.217
H  1.470  -4.862  7.822
H  0.751  -1.593  8.830
H  2.419  -1.730  9.068
H  1.308  -3.084  9.710
H  3.095  -5.900  4.822
H  3.770  -6.118  6.253
C  -11.352  3.191  -2.233
C  -9.943  2.503  -2.006
C  -9.808  1.608  -0.790
O  -8.537  0.920  -0.701
C  -8.080  0.594  0.556
N  -9.703  1.696  -3.219
H  -11.433  3.789  -3.141
H  -11.604  3.772  -1.346
H  -12.194  2.511  -2.364
H  -9.141  3.233  -1.897
H  -10.616  0.880  -0.857
H  -10.149  2.129  0.105
H  -7.142  0.038  0.561
H  -8.810  0.106  1.201
H  -7.885  1.553  1.037
H  -10.595  1.294  -3.467
H  -9.727  2.356  -3.983
C  5.041  4.742  -5.090
C  4.960  3.801  -3.833
O  5.745  2.664  -4.162
H  4.389  4.389  -5.889
H  6.053  4.826  -5.487
H  4.760  5.718  -4.693
H  3.967  3.351  -3.851
H  5.271  4.205  -2.870
H  5.750  2.133  -3.362
C  -6.602  7.073  -0.729
C  -5.664  6.189  -0.019
O  -5.377  5.090  -0.842
H  -6.590  7.995  -0.147
H  -7.607  6.671  -0.603
H  -6.382  7.215  -1.787
H  -6.098  5.889  0.935
H  -4.713  6.623  0.290
H  -4.706  4.610  -0.352

total charge	-1
LUMO level	1.78	eV
DFT total energy	-58744.178	eV
gap between HOMO and LUMO	3.334	eV

Computed, not measured: C3H6N2S in the gas phase, with wB97M-V/def2-TZVPD.

Cartesian coordinates (Å):
H  -2.519  1.107  -0.792
N  -1.546  1.222  -0.418
C  -1.128  0.115  0.079
N  -1.827  -1.087  0.197
C  0.259  0.046  0.675
C  1.181  1.064  0.305
S  1.584  -0.571  -0.379
H  -1.355  -2.003  0.149
H  -2.654  -1.116  -0.381
H  0.292  -0.414  1.649
H  1.857  1.513  1.044
H  0.778  1.754  -0.410

SMILES	[H]/N=C(\N)[C@@H]1CS1
LUMO level	0.75	eV
DFT total energy	-17023.104	eV
gap between HOMO and LUMO	9.618	eV

Computed, not measured: an isolated ion of composition C5H5N2O3 and charge -1, with wB97M-V/def2-TZVPD.

Cartesian coordinates (Å):
C  1.141  -0.374  -0.587
C  3.188  -0.212  -1.335
C  1.205  -1.766  -0.621
C  0.520  0.824  -0.121
C  -0.854  0.595  0.572
N  0.975  2.019  -0.382
N  2.316  -2.341  -1.395
O  3.947  0.722  -1.461
O  0.437  -2.654  -0.268
O  3.479  -1.517  -1.617
H  -0.633  0.381  1.524
H  -1.232  1.639  0.587
H  -1.689  -0.044  0.181
H  0.484  2.688  0.209
H  2.748  -3.154  -0.923

total charge	-1
LUMO level	3.87	eV
DFT total energy	-14385.702	eV
gap between HOMO and LUMO	7.606	eV

Q: gap between HOMO and LUMO of number 5 (C5H5N2O3)?
A: 7.606 eV